ORCA calculation (ωB97M-V with the def2-TZVPD basis set) on one molecule with the formula C7H8N2O at a distorted geometry.

Atoms and positions in Å:
H -3.4400 -1.2455 -0.0910
C -2.5863 -0.6628 -0.3800
H 2.1906 -1.3268 1.2788
H 2.6949 0.1772 1.5839
C -0.2006 0.4304 -0.2597
H -3.5032 1.3149 0.0546
N -0.1990 -0.8615 -0.3979
O 2.6644 -0.1253 -1.5428
H 3.5433 -0.8791 0.8810
C 2.2406 0.1736 -0.3857
C -1.4222 -1.5043 -0.3263
C -2.5780 0.6745 -0.1262
H 0.9328 2.1737 -0.2288
H -1.5022 -2.6178 -0.4765
C -1.2954 1.2516 -0.1377
C 2.6906 -0.4922 0.8743
H -1.3286 2.5043 -0.1040
N 1.0983 1.0150 -0.2162

Calculated values
SMILES = CC(=O)Nc1ccccn1
total charge = 0
HOMO-LUMO gap = 9.13 eV
electronic energy = -12413.1496 eV
ΔE to the lowest compared entry with this formula, charge and spin = 74.9 kcal per mole
HOMO = -8.50 eV
maximum force = 0.163 hartree/bohr

These are the natural (NBO) partial charges, in e, on atoms 1 to 5: number 1, H, carries 0.209; number 2, C, carries -0.314; number 3, H, carries 0.255; number 4, H, carries 0.215; number 5, C, carries 0.355